Entry from the Open Molecules 2025 dataset: 8 unconnected molecules or ions with the total composition C31H89N10O8P3 (wB97M-V/def2-TZVPD).

CARTESIAN COORDINATES (ANGSTROEM)
P (2.6906, -3.9690, 4.9352)
P (0.8274, 5.8934, 2.6761)
P (-1.1321, 2.1296, -3.5946)
O (-1.2566, 1.3847, -2.3341)
O (-0.1421, 6.8215, 2.0180)
O (1.4386, 0.7640, 4.1794)
O (0.5610, -2.9349, -2.9464)
O (2.0847, -3.4022, 6.1538)
O (0.3236, -0.7101, -1.3258)
O (-3.5312, -3.7735, -4.4176)
O (5.9038, 0.5559, -0.2797)
N (2.5205, -5.6920, 4.6962)
N (2.0647, -3.4437, 3.4348)
N (4.4296, -3.6634, 4.8501)
N (-4.3841, -3.5076, -3.3559)
N (0.3460, 2.9751, -3.6611)
N (-2.3421, 3.3177, -3.8708)
N (2.4328, 5.8437, 2.0407)
N (1.1213, 6.4631, 4.2784)
N (0.4058, 4.2324, 2.7133)
N (-1.1278, 1.1363, -5.0273)
C (2.9764, 7.1044, 1.4873)
C (-0.5120, -0.2060, -5.0069)
C (1.5971, -6.4635, 5.5595)
C (-4.0569, -0.9665, -3.5430)
C (4.6025, 0.9698, -0.3706)
C (3.4092, 4.7587, 2.2932)
C (0.7431, -0.0678, -0.1623)
C (2.8340, -3.5753, 2.1464)
C (-6.3939, -2.1819, -1.6189)
C (0.0743, 7.1763, 5.0455)
C (-5.9698, -5.3735, -4.0357)
C (-6.3328, -3.1486, -4.9489)
C (2.3195, -0.1316, 3.5330)
C (5.2464, -4.4345, 5.7732)
C (-2.2803, 4.4728, -2.9532)
C (-2.5115, -2.5439, -2.1377)
C (1.1102, 3.2622, -2.3885)
C (-0.6467, 3.7163, 3.6145)
C (0.6062, -3.5358, 3.3691)
C (2.1150, 5.7039, 5.1510)
C (-3.7281, 2.8185, -4.1061)
C (-6.6421, -3.4801, -2.4429)
C (4.9417, -2.3832, 4.5706)
C (0.6009, 3.8682, -4.8066)
C (-4.9125, -2.0508, -1.3597)
C (0.5713, 3.4013, 1.5260)
C (-3.9955, -2.2766, -2.6032)
C (-5.7756, -3.8388, -3.6859)
C (-1.2937, 1.7199, -6.3247)
C (3.0195, -6.4672, 3.5662)
C (1.9815, -3.1329, -3.0373)
H (2.5696, -4.4715, 1.5851)
H (1.2145, 3.8718, 0.7824)
H (-1.7923, 2.6874, -6.2663)
H (-0.1755, 3.4929, 4.5717)
H (3.1182, -7.5414, 3.7224)
H (2.1549, 6.0312, 6.1899)
H (3.1496, 5.7300, 4.8087)
H (-3.4834, -1.1330, -4.4549)
H (-0.1677, 8.1115, 4.5406)
H (-4.3978, 3.6785, -4.1055)
H (1.2425, 2.2870, -1.9201)
H (4.0338, 0.0786, -0.6359)
H (1.8289, -0.0663, -0.0669)
H (-2.5740, 4.2353, -1.9307)
H (1.6438, -0.6650, 2.8644)
H (4.4118, 1.6130, -1.2297)
H (6.0255, -2.4486, 4.4746)
H (-1.4331, 4.4440, 3.8150)
H (3.9048, -3.5392, 2.3473)
H (-6.3676, -2.0713, -4.7865)
H (0.6199, -5.9809, 5.5767)
H (-5.3570, -5.7330, -4.8623)
H (-3.8214, 2.3597, -5.0904)
H (0.5523, 0.4064, 4.2695)
H (-0.4534, -0.7990, -5.9196)
H (2.9366, 3.9376, 2.8322)
H (0.7140, 3.3082, -5.7349)
H (0.4919, 7.4887, 6.0026)
H (1.5575, 4.3577, -4.6237)
H (-0.3902, 3.2025, 1.0527)
H (-5.6181, -3.3242, -5.7529)
H (0.1358, -3.1146, 4.2576)
H (-7.0096, -5.5217, -4.3271)
H (5.6416, -3.8746, 6.6208)
H (1.9267, 4.6313, 5.1044)
H (1.2983, -7.4716, 5.2725)
H (-2.9069, 5.2778, -3.3372)
H (2.1689, 7.7520, 1.1459)
H (0.5680, 3.8766, -1.6697)
H (0.4377, -0.1741, -4.4728)
H (-1.2226, 4.7303, -2.8971)
H (-6.8762, -2.1132, -0.6438)
H (4.6184, -5.1746, 6.2691)
H (0.3742, -2.9351, 2.4897)
H (-6.6119, -4.3217, -1.7508)
H (-7.6400, -3.3744, -2.8686)
H (4.5176, -1.8777, 3.7030)
H (1.9115, -6.2680, 6.5847)
H (1.0618, 2.4646, 1.7908)
H (2.4367, -2.1499, -3.1585)
H (-1.8838, 1.0550, -6.9554)
H (-0.0854, 4.7013, -4.9582)
H (2.6456, -2.7466, 1.4638)
H (-4.6926, -1.1072, -0.8605)
H (5.9445, -5.0883, 5.2504)
H (-0.7609, 6.4922, 5.1958)
H (2.2708, -3.7256, -3.9051)
H (2.4471, -6.2428, 2.6661)
H (3.0909, 0.3872, 2.9640)
H (-3.5820, -0.0880, -3.1061)
H (4.1859, 1.3116, 0.5768)
H (2.1012, 3.6554, -2.6152)
H (2.3653, -3.5505, -2.1065)
H (0.3972, 0.9613, -0.2584)
H (4.7355, -1.7301, 5.4186)
H (-2.0910, -1.6359, -1.7053)
H (-4.7093, -2.8304, -0.6256)
H (-5.6953, -6.0531, -3.2289)
H (4.0067, -6.0890, 3.3010)
H (0.1803, -4.5324, 3.2533)
H (-0.2286, -0.0586, -1.7643)
H (-5.0744, -0.6112, -3.7056)
H (2.7986, -0.7895, 4.2581)
H (-4.0326, 2.1549, -3.2968)
H (-6.6529, -1.2889, -2.1876)
H (-2.4715, -3.3254, -1.3790)
H (0.3206, -2.2088, -2.3661)
H (6.0246, -0.3888, -0.1588)
H (-3.1018, -4.5689, -4.0941)
H (3.5827, 7.6207, 2.2315)
H (3.7521, 4.3315, 1.3508)
H (-0.3674, 1.7400, -6.8987)
H (-1.9062, -2.8986, -2.9719)
H (-7.3490, -3.4187, -5.2362)
H (0.2635, -0.5447, 0.6925)
H (3.5497, 6.9907, 0.5672)
H (4.2954, 5.0658, 2.8486)
H (-1.0703, -0.8077, -4.2897)
H (-1.1037, 2.8171, 3.2012)

Values from the calculation:
- Energy relative to the best compared isomer or geometry (same formula, charge and spin): 62.5 kcal per mole
- SMILES string: CN(C)P(=O)(N(C)C)N(C)C.CN(C)P(=O)(N(C)C)N(C)C.CN(C)P(=O)(N(C)C)N(C)C.CC1(C)CCCC(C)(C)N1O.CO.CO.CO.CO
- Net charge: 0
- Energy: -92736.6860 eV


Entry from the Open Molecules 2025 dataset: 15 unconnected molecules or ions with the total composition C31H92O15 (wB97M-V/def2-TZVPD).

CARTESIAN COORDINATES (ANGSTROEM)
O (0.5782, 0.8174, 6.4803)
O (-0.8321, 3.8485, -3.4396)
O (-2.5057, -4.2692, 2.7108)
O (3.6378, -3.2496, -0.4437)
O (0.9220, -5.3245, -2.4880)
O (3.0548, -0.5713, 3.0081)
O (-3.4180, 2.8591, 1.4735)
O (-6.2163, -1.0069, -0.4157)
O (4.2013, 1.2630, -4.5613)
O (-1.9345, 0.7574, 2.5089)
O (0.4723, -0.4137, 1.5969)
O (-0.3482, -0.9330, -5.4491)
O (0.0938, -5.0232, 2.9034)
O (0.5461, 4.8818, 3.4472)
O (5.5369, 2.1236, 0.4168)
C (-5.7832, -2.1204, -1.0927)
C (-0.6873, -4.1991, -1.2726)
C (-0.5133, -1.0544, -4.0298)
C (4.6730, -2.3299, -0.3483)
C (-0.0462, -6.6622, -0.8108)
C (-2.8858, 1.8968, 4.3464)
C (0.6533, -0.8569, 0.2108)
C (-1.9698, -0.5025, 4.6366)
C (1.2684, 4.3982, 2.3620)
C (1.9358, 1.6935, -4.5698)
C (0.9229, -3.8979, 2.6015)
C (-7.0764, -2.6286, -1.7357)
C (1.5822, 0.1432, -0.4866)
C (6.2313, 2.0022, -1.8116)
C (1.5542, 5.5450, 1.4017)
C (3.2104, 1.1224, -6.6909)
C (-2.6821, -3.0643, 1.9755)
C (3.8967, 0.5286, 2.7773)
C (5.0310, 1.8647, -0.8534)
C (0.3767, -5.2548, -1.2250)
C (-3.8097, 1.9464, -0.7151)
C (-0.8455, 3.1712, -2.1839)
C (-5.7447, 2.7846, 0.7486)
C (3.0618, 0.8782, -5.2091)
C (-0.7413, -0.7383, -0.3861)
C (-1.8551, 0.8795, 3.8940)
C (0.4565, 3.3408, 1.6281)
C (3.8917, 2.8115, -1.1548)
C (-4.3508, 2.1416, 0.7317)
C (1.5159, 0.1759, 5.5870)
C (-4.6406, -1.6733, -2.0619)
H (1.0985, -1.8501, 0.1525)
H (4.5231, -1.5092, -1.0497)
H (-2.9054, -1.0496, 4.5209)
H (1.0072, 1.0605, -0.6135)
H (3.5686, 1.1724, 1.9612)
H (-4.5348, 1.1406, 1.1219)
H (-2.5526, 2.8616, 3.9639)
H (-3.7257, -1.2060, -1.6978)
H (6.1760, 1.4548, 0.6734)
H (-0.3836, -0.0640, -3.5935)
H (-1.0026, -6.9405, -1.2534)
H (2.4770, 0.3462, 0.1018)
H (-1.5870, -1.2043, 0.1197)
H (-1.3938, 2.2618, -2.4297)
H (6.5120, 3.0366, -2.0100)
H (0.6761, 1.7508, 6.2783)
H (1.1748, -4.8929, -0.5769)
H (-0.0767, 4.4392, -3.4851)
H (3.4636, 2.5965, -2.1339)
H (1.4042, -4.5062, -2.6271)
H (-3.4460, 2.9075, -1.0785)
H (-6.5649, -0.3017, -0.9658)
H (1.4286, 0.6737, 4.6212)
H (-1.0658, 0.3013, -0.4321)
H (0.1912, -1.7807, -3.6247)
H (4.0422, 0.5701, -7.1281)
H (4.9262, 0.2427, 2.5614)
H (-6.3694, 2.5402, 1.6078)
H (0.6917, -7.4090, -1.1041)
H (0.2985, 2.5026, 2.3068)
H (-5.0903, -0.9430, -2.7347)
H (-0.8637, -0.1584, -5.6854)
H (-3.5680, -2.5311, 2.3202)
H (2.0896, 2.7276, -4.8782)
H (4.3901, 2.1860, -4.7460)
H (-2.8159, -3.3128, 0.9226)
H (0.4209, -2.9558, 2.8215)
H (5.6295, -2.7836, -0.6079)
H (-0.1774, -6.7392, 0.2685)
H (4.1647, 3.8665, -1.1327)
H (-4.3058, -2.5297, -2.6472)
H (-0.9101, 1.3654, 4.1371)
H (-4.5490, 1.5744, -1.4244)
H (-3.3314, -4.7583, 2.6851)
H (0.9774, 1.4621, -5.0347)
H (-0.3373, -3.3664, -1.8827)
H (-1.6178, -4.6429, -1.6265)
H (-6.8750, -3.5077, -2.3478)
H (-2.8583, 2.1732, 1.8448)
H (1.8853, 1.7548, -3.4827)
H (2.1701, 5.3249, 0.5297)
H (-0.3312, 5.1317, 3.1483)
H (4.7809, -1.8944, 0.6451)
H (3.6812, -3.9415, 0.2203)
H (-1.8472, -2.3635, 1.9798)
H (-0.8171, -4.8141, 2.6836)
H (2.1373, 6.3404, 1.8658)
H (-1.3950, 3.6350, -1.3647)
H (2.5152, 0.3005, 6.0040)
H (1.7474, -3.9190, 3.3142)
H (-5.3871, -2.7934, -0.3323)
H (3.1092, 2.7653, -0.3974)
H (2.1847, 3.9241, 2.7138)
H (-2.9130, 1.9821, 5.4327)
H (-1.8223, -0.3011, 5.6977)
H (0.1273, 3.0175, -1.7167)
H (-0.9254, -3.6794, -0.3445)
H (1.3361, -0.4441, 2.0146)
H (-1.1078, 0.3733, 2.2079)
H (-3.9379, 1.7396, 4.1086)
H (3.3039, 2.1710, -6.9736)
H (5.9500, 1.8182, -2.8485)
H (-6.2928, 2.5316, -0.1589)
H (7.0877, 1.3392, -1.6881)
H (4.0430, 1.2018, 3.6220)
H (-1.1298, -1.1335, 4.3464)
H (3.5752, -1.2316, 3.4716)
H (-7.6156, -1.9045, -2.3464)
H (4.6876, 0.8307, -0.8867)
H (-0.7802, -1.2122, -1.3669)
H (1.4450, -0.9084, 5.5013)
H (2.9009, -0.1959, -5.1160)
H (-2.9536, 1.2733, -0.7622)
H (-1.5315, -1.4153, -3.8847)
H (2.2800, 0.8679, -7.1985)
H (0.6340, 5.9308, 0.9631)
H (1.4258, -3.9017, 1.6344)
H (1.8969, -0.1727, -1.4812)
H (-5.7699, 3.8735, 0.7074)
H (-0.5128, 3.6807, 1.2635)
H (1.0822, 3.0345, 0.7898)
H (-7.7594, -2.9884, -0.9661)

Values from the calculation:
- Energy relative to the best compared isomer or geometry (same formula, charge and spin): 62.3 kcal per mole
- Net charge: 0
- Energy: -64346.4319 eV


Entry from the Open Molecules 2025 dataset: 13 unconnected molecules or ions with the total composition C31H93N15O13 (wB97M-V/def2-TZVPD).

CARTESIAN COORDINATES (ANGSTROEM)
O (2.5542, 3.3646, 0.1409)
O (3.1036, -0.2840, -5.5660)
O (-1.6811, -2.7330, -1.3952)
O (0.8595, 0.4835, -1.6119)
O (-4.0506, -3.6523, -0.6104)
O (-0.6814, 1.0507, 2.5490)
O (3.0667, -3.8500, -2.3099)
O (0.0790, -7.1704, 2.6136)
O (4.0763, 0.7223, 3.9945)
O (6.3396, 0.2506, -0.2348)
O (0.7816, 5.3533, 3.9478)
O (-4.3484, 1.2594, -0.3295)
O (-0.4011, 1.2552, -6.4730)
N (-7.5433, 1.5024, -2.1814)
N (0.7345, 3.2716, -4.6130)
N (-3.3196, -1.3484, 0.9643)
N (1.7570, -2.0945, -2.7571)
N (2.2257, 3.2137, -2.0094)
N (4.5912, 1.2784, -1.0110)
N (-0.4713, -0.3037, -0.0230)
N (2.8086, 5.0941, -1.0969)
N (0.8357, 1.2057, 0.5016)
N (-2.2945, 0.2661, 3.8346)
N (6.2198, 2.1434, 5.0122)
N (5.2349, 1.7657, 0.9800)
N (1.3820, -4.6661, 3.2579)
N (2.6873, -2.3434, -0.7337)
N (-0.7638, 1.5504, 4.7175)
C (5.4829, 1.0873, -0.1225)
C (4.4434, 0.4232, 5.3228)
C (3.2011, 0.5176, -4.4187)
C (-4.4810, -2.2689, 1.2848)
C (0.4476, 0.4793, -0.4704)
C (-1.2126, 2.1078, -5.5968)
C (5.8983, 0.8332, 5.5569)
C (-5.2143, 1.5768, -3.1239)
C (-5.6686, 1.7511, -0.6989)
C (-3.8769, 2.0250, 0.7898)
C (2.5181, -2.8527, -1.9266)
C (-0.2808, -0.0194, -6.0570)
C (-1.4371, 3.3038, -3.3773)
C (6.3986, 0.6750, 6.9624)
C (-0.0918, -6.0319, 1.7824)
C (-0.4535, 2.4836, -4.2530)
C (2.4798, 3.8903, -0.9365)
C (-2.6512, -1.1200, -2.7318)
C (2.2065, 3.5282, 3.5983)
C (0.1166, -8.3335, 1.8939)
C (-6.1332, 1.1166, -1.9662)
C (-5.5716, -1.5050, 2.0380)
C (-4.3766, -4.3611, -1.7623)
C (-0.2353, -3.5131, 1.6815)
C (-1.1952, 0.9893, 3.6190)
C (2.7751, 0.1888, 3.6064)
C (3.7989, 1.8318, -4.9014)
C (0.0453, -4.7005, 2.6107)
C (2.1433, 5.0523, 4.0013)
C (-5.0681, -2.8672, 0.0102)
C (-1.8422, -2.3506, -2.8066)
H (1.9245, 3.6643, -2.8617)
H (-5.1033, -5.1562, -1.5955)
H (-3.8802, 3.0726, 0.4887)
H (2.5675, -0.8496, 3.8648)
H (-1.2349, -0.4037, -5.6961)
H (2.7919, 5.4905, -2.0257)
H (-2.1644, -0.2979, -2.2072)
H (-5.3591, -2.0883, -0.6946)
H (-6.1554, -0.8652, 1.3762)
H (6.4679, 0.0759, 5.0184)
H (0.4743, -3.4002, 0.8618)
H (1.9137, 3.0078, 4.5102)
H (-0.2210, -2.5100, 2.1079)
H (0.4970, 5.7709, 3.1316)
H (2.1690, -4.5243, 2.6410)
H (5.7294, 2.1824, 4.1301)
H (-3.5168, -1.2979, -2.0937)
H (-6.1547, 0.0463, -1.7613)
H (3.1991, 3.2087, 3.2808)
H (3.9169, 2.0275, -0.9454)
H (0.4469, -0.0058, -5.2456)
H (2.8039, -1.1107, -5.1808)
H (2.4247, 5.1613, 5.0488)
H (1.4938, -1.1373, -2.5711)
H (-1.1806, 1.4275, 5.6292)
H (-6.3298, -2.2129, 2.3729)
H (1.5495, -5.5952, 3.6169)
H (-0.7829, -4.7501, 3.3177)
H (-5.2346, -0.8900, 2.8724)
H (2.5707, 0.2187, 2.5361)
H (4.8139, 1.7052, -5.2782)
H (0.2540, -0.5926, -6.8143)
H (-2.7927, 0.4034, 4.7023)
H (-5.6475, 1.3958, -4.1076)
H (-1.4688, 2.9757, -6.2045)
H (-0.0699, -9.2660, 2.4267)
H (-0.7915, -0.2455, 0.9331)
H (1.1233, -8.6363, 1.6059)
H (2.3022, 0.6063, -3.8087)
H (-4.5961, 1.8524, 1.5904)
H (2.0333, -1.6548, -0.3898)
H (-1.0668, -5.9595, 1.3006)
H (4.3617, -0.6372, 5.5614)
H (-4.7135, -3.7596, -2.6066)
H (2.0395, 0.8474, 4.0680)
H (3.2600, -2.8094, -0.0446)
H (3.2820, 2.2735, -5.7533)
H (5.8916, 1.5390, 1.7132)
H (-5.9126, -3.5379, 0.1688)
H (-0.9337, -0.7514, -0.8014)
H (3.7629, 2.6152, -4.1444)
H (1.6214, 1.8348, 0.4178)
H (3.7351, 0.9157, 5.9891)
H (7.4759, 0.6933, 6.7976)
H (-2.0703, 1.5470, -5.2254)
H (-6.3910, 1.4857, 0.0730)
H (6.0820, 1.5275, 7.5632)
H (0.1538, 1.9690, 4.6642)
H (-7.9117, 0.5920, -2.4173)
H (5.6235, 2.8343, 5.4449)
H (-2.3955, -3.2737, -1.0504)
H (2.6039, 5.6446, 3.2107)
H (-2.3052, 2.7548, -3.0123)
H (-4.1889, 1.2313, -2.9924)
H (-3.4563, -4.7971, -2.1509)
H (4.6992, 0.5696, -1.7224)
H (-2.8589, 1.7820, 1.0945)
H (3.9739, 0.1400, -3.7491)
H (-1.8795, 4.1041, -3.9705)
H (-3.0146, -0.8500, -3.7233)
H (-5.7736, 2.8249, -0.8538)
H (-0.1365, 1.5969, -3.7040)
H (6.3243, -0.2919, 7.4602)
H (1.8290, 2.2897, -1.9150)
H (1.1154, 2.7330, -5.3778)
H (-7.9929, 1.6322, -1.2864)
H (-0.8281, -2.0847, -3.1050)
H (-3.7645, -0.5903, 0.4669)
H (-4.0667, -3.0216, 1.9556)
H (-0.4664, -8.4524, 0.9806)
H (3.2473, 5.5619, -0.3167)
H (-0.8775, 3.6095, -2.4933)
H (-2.6958, -0.2315, 3.0526)
H (1.6611, -2.4909, -3.6811)
H (1.4526, 3.3474, 2.8320)
H (0.2662, 1.0958, 1.3284)
H (-2.1901, -3.1817, -3.4201)
H (-5.1272, 2.6623, -3.0748)
H (0.7587, -6.0541, 1.1010)
H (-1.1873, -3.6176, 1.1611)
H (0.5453, 4.1660, -5.0423)
H (-2.7691, -1.7151, 0.2010)
H (4.4772, 2.3622, 1.2804)

Values from the calculation:
- Energy relative to the best compared isomer or geometry (same formula, charge and spin): 88.5 kcal per mole
- Net charge: 0
- Energy: -82623.1290 eV


Number 1: frontier orbital gap 8.28 eV, maximum force 3.43 eV Å⁻¹. Number 2: frontier orbital gap 9.63 eV, maximum force 3.38 eV Å⁻¹. Number 3: frontier orbital gap 9.05 eV, maximum force 6.73 eV Å⁻¹.